# 1
A cluster of 2 separate species, C4H12 in total in a non-equilibrium geometry. Source: the Open Molecules 2025 dataset; level of theory: ωB97M-V/def2-TZVPD.

Atoms and positions in Å:
C -0.3387 1.8373 -0.5013
C 0.2674 -1.9135 0.2550
C 1.1006 2.3439 -0.6561
C -1.0864 -2.2184 0.9664
H -0.8723 1.9289 0.5100
H 0.2116 -2.3505 -0.7974
H -0.3847 0.8252 -0.7597
H -1.8850 -2.3124 0.1398
H 0.4437 -0.8282 -0.0975
H 1.2909 -2.2181 0.8421
H -1.0175 2.2948 -1.2294
H -1.3459 -1.5923 1.7609
H 1.9881 1.9838 0.0463
H 1.3744 3.3956 -0.5968
H -0.9875 -3.2539 1.3720
H 1.5266 1.8316 -1.5746

Output
spin multiplicity	1
HOMO energy	-11.13	eV
SMILES	CC.CC

***

# 2
A cluster of 2 separate species, C4H12 in total in a non-equilibrium geometry. Source: the Open Molecules 2025 dataset; level of theory: ωB97M-V/def2-TZVPD.

Atoms and positions in Å:
C 1.5901 0.8665 -1.9871
C -1.3345 0.2900 1.6077
C 0.7361 -0.3534 -2.2977
C -1.0044 -0.7966 2.6468
H -0.9267 -1.7801 2.1720
H 2.6349 0.5967 -2.1562
H -0.0248 -0.6411 3.0967
H 1.3866 1.6165 -2.7420
H 1.4266 1.2283 -0.9790
H -1.7905 -0.9465 3.3865
H -0.5081 0.9848 1.4773
H -2.2968 0.7702 1.7700
H -0.3449 -0.1710 -2.2788
H -1.4376 -0.1920 0.6377
H 0.9154 -1.1858 -1.6192
H 0.8227 -0.6981 -3.3345

Output
spin multiplicity	1
HOMO energy	-11.54	eV
SMILES	CC.CC

***

# 3
A cluster of 2 separate species, C4H12 in total in a non-equilibrium geometry. Source: the Open Molecules 2025 dataset; level of theory: ωB97M-V/def2-TZVPD.

Atoms and positions in Å:
C 2.1738 0.9114 0.8857
C -2.1166 -0.2227 -0.0327
C 1.5258 -0.4447 0.6579
C -1.4977 -0.2476 -1.4307
H 2.1100 -1.3526 0.6084
H -2.8130 -1.1639 -0.0084
H 1.1127 -0.3072 -0.4880
H -0.9286 -1.0814 -1.7498
H -1.5187 -0.3617 0.8002
H 3.1338 1.0649 1.2571
H 2.0590 1.3483 -0.1321
H 0.7836 -0.7306 1.2070
H -2.7673 0.6847 0.0782
H -2.2428 -0.1861 -2.1741
H 1.4908 1.5430 1.6397
H -0.9316 0.5641 -1.5194

Output
spin multiplicity	1
HOMO energy	-11.26	eV
SMILES	CC.CC

***

# 4
A cluster of 2 separate species, C4H12 in total in a non-equilibrium geometry. Source: the Open Molecules 2025 dataset; level of theory: ωB97M-V/def2-TZVPD.

Atoms and positions in Å:
C -0.4837 -0.3491 -2.3506
C -1.8595 -0.9023 -2.0423
C 1.8530 0.8620 2.3495
C 0.4068 0.4238 2.0732
H -0.0169 -0.8477 -3.2098
H 0.3771 -0.6618 2.1827
H -1.7896 -1.9813 -1.8621
H 2.5248 0.5623 1.5417
H -0.4382 0.6932 -2.6533
H -2.2313 -0.4266 -1.1264
H -2.5892 -0.7066 -2.8165
H 1.9506 1.9331 2.4536
H 2.2725 0.3147 3.2037
H 0.1255 -0.5373 -1.4657
H 0.2136 0.6710 1.0300
H -0.3153 0.9524 2.6923

Output
spin multiplicity	1
HOMO energy	-11.70	eV
SMILES	CC.CC

***

What did the fourth record say?
A cluster of 2 separate species, C4H12 in total in a non-equilibrium geometry. Source: the Open Molecules 2025 dataset; level of theory: ωB97M-V/def2-TZVPD.

Atoms and positions in Å:
C -0.4837 -0.3491 -2.3506
C -1.8595 -0.9023 -2.0423
C 1.8530 0.8620 2.3495
C 0.4068 0.4238 2.0732
H -0.0169 -0.8477 -3.2098
H 0.3771 -0.6618 2.1827
H -1.7896 -1.9813 -1.8621
H 2.5248 0.5623 1.5417
H -0.4382 0.6932 -2.6533
H -2.2313 -0.4266 -1.1264
H -2.5892 -0.7066 -2.8165
H 1.9506 1.9331 2.4536
H 2.2725 0.3147 3.2037
H 0.1255 -0.5373 -1.4657
H 0.2136 0.6710 1.0300
H -0.3153 0.9524 2.6923

Output
spin multiplicity	1
HOMO energy	-11.70	eV
SMILES	CC.CC